{"formula": "C7H10", "method": "ωB97M-V/def2-TZVPD", "e_tot_ev": -7415.265, "max_force_ev_per_a": 1.3, "species": ["C", "C", "C", "C", "C", "C", "C", "H", "H", "H", "H", "H", "H", "H", "H", "H", "H"], "positions_angstrom": [[0.872, -0.127, -0.786], [-1.704, -0.635, -0.141], [0.216, 1.050, -0.079], [-1.206, 0.749, -0.493], [1.319, -0.745, 0.533], [-0.985, -0.427, -1.416], [0.730, 0.493, 1.268], [-1.278, -1.230, 0.662], [-0.049, 0.268, 2.000], [1.486, 1.131, 1.731], [2.401, -0.888, 0.643], [-2.791, -0.738, -0.209], [0.530, 2.058, -0.354], [-1.936, 1.537, -0.677], [-0.047, -0.808, -1.859], [1.601, 0.010, -1.596], [0.839, -1.699, 0.773]]}